The following is a quantum chemistry calculation of a molecular structure, C12H25BBeBr4Cl5FLiN6O6P, from the OMol25 dataset.

Geometry (Å):
C 1.274 2.974 -2.590
N -0.094 2.473 -2.947
C -1.099 2.983 -1.970
B -0.103 0.996 -3.074
O 0.281 0.375 -4.312
N -0.508 0.032 -1.942
O -1.808 -0.380 -1.928
C 0.447 -0.350 -1.100
N 1.817 0.135 -1.260
C 2.560 -0.510 -0.224
O 3.945 -0.352 -0.041
C 4.234 0.651 0.905
N 4.554 1.608 1.554
N 1.599 -1.293 0.493
N 0.308 -1.252 0.020
P -1.096 -2.153 0.674
C -2.542 -0.996 1.056
O -0.571 -2.677 2.244
H 2.001 2.376 -3.263
H 1.378 4.090 -2.797
H 1.474 2.779 -1.476
H -2.132 2.515 -2.071
H -0.696 2.885 -0.890
H -1.242 4.108 -2.183
H -0.495 0.604 -4.964
H -1.781 -1.296 -2.310
H 1.974 -1.828 1.281
H -2.281 0.106 0.937
H -3.050 -1.231 2.075
H -3.344 -1.223 0.262
H 0.347 -3.020 2.190
Br -0.628 0.941 -6.801
C -3.488 -2.864 5.105
C -4.635 -3.394 4.218
C -4.411 -4.897 3.952
O -4.582 -2.756 3.050
H -2.506 -2.991 4.636
H -3.617 -1.802 5.333
H -3.464 -3.401 6.059
H -5.547 -3.329 4.831
H -3.461 -5.094 3.444
H -5.214 -5.316 3.338
H -4.397 -5.453 4.897
C 2.112 3.440 -7.617
Br 1.675 4.366 -5.968
Br 0.799 3.769 -8.999
Br 3.915 3.859 -8.217
H 2.086 2.374 -7.399
Be 6.352 0.765 3.175
F 4.172 3.254 0.031
C -5.267 -2.413 8.844
Cl -6.216 -2.717 7.383
Cl -3.565 -2.143 8.440
Cl -5.922 -1.030 9.732
H -5.332 -3.291 9.482
C 4.719 1.979 -4.674
Cl 3.675 1.146 -5.828
Cl 3.769 2.963 -3.541
H 5.280 1.237 -4.109
H 5.410 2.624 -5.220
Li 4.425 4.721 -5.378
O 9.721 1.062 2.687
H 8.791 1.262 2.766

Results
HOMO-LUMO gap ... 1.1 eV
Max |F| ... 7.1 eV/Å

natural (NBO) population analysis, charges in e, atoms 1 to 6:
1 C -0.44
2 N -0.73
3 C -0.44
4 B 1.24
5 O -0.97
6 N -0.33



The following is a quantum chemistry calculation of 2 unconnected molecules or ions with the total composition C23H33N2OSi, from the OMol25 dataset.

Geometry (Å):
C 6.775 -1.313 0.359
Si 5.131 -0.600 -0.118
C 5.193 1.271 0.126
C 3.758 -1.323 0.949
O 4.889 -1.000 -1.723
C 3.620 -1.084 -2.346
C 3.272 0.152 -3.166
C 2.563 1.291 -2.482
C 2.447 2.539 -3.115
C 1.795 3.598 -2.495
C 1.258 3.408 -1.239
N 1.366 2.215 -0.635
C 0.754 1.987 0.691
C -0.591 1.246 0.632
C -1.365 1.372 -0.680
C -2.636 0.561 -0.634
C -2.596 -0.808 -0.891
C -3.751 -1.574 -0.818
C -4.963 -0.973 -0.493
C -5.015 0.391 -0.238
C -3.856 1.152 -0.309
C 1.991 1.180 -1.230
H 7.125 -0.837 1.275
H 6.680 -2.384 0.546
H 7.512 -1.165 -0.430
H 4.693 1.543 1.058
H 4.779 1.857 -0.691
H 6.242 1.560 0.220
H 4.166 -1.817 1.829
H 3.072 -0.542 1.292
H 3.158 -2.048 0.396
H 3.649 -1.938 -3.024
H 2.831 -1.310 -1.621
H 4.192 0.532 -3.615
H 2.631 -0.160 -3.998
H 2.885 2.669 -4.099
H 1.709 4.563 -2.972
H 0.745 4.194 -0.702
H 0.657 2.962 1.165
H 1.485 1.421 1.267
H -0.443 0.197 0.888
H -1.217 1.664 1.423
H -0.766 1.032 -1.531
H -1.605 2.423 -0.865
H -1.653 -1.277 -1.152
H -3.707 -2.636 -1.021
H -5.866 -1.570 -0.451
H -5.956 0.867 0.009
H -3.897 2.217 -0.113
H 2.025 0.273 -0.644
N -6.158 -2.069 2.599
C -5.374 -2.830 3.424
C -6.162 -3.292 4.443
C -7.474 -2.790 4.225
C -7.438 -2.039 3.081
H -5.838 -1.603 1.771
H -4.328 -2.979 3.215
H -5.837 -3.922 5.253
H -8.342 -2.962 4.837
H -8.213 -1.491 2.571

Results
HOMO-LUMO gap ... 5.5 eV
Energy above the lowest of the compared OMol25 structures with the same formula, charge and spin ... 0.0 kcal per mole
Net charge ... +1
Max |F| ... 0.6 eV/Å

natural (NBO) population analysis, charges in e, atoms 1 to 6:
1 C -1.14
2 Si 1.88
3 C -1.15
4 C -1.15
5 O -0.87
6 C -0.05



The following is a quantum chemistry calculation of 2 unconnected molecules or ions with the total composition C3H6N2O, from the OMol25 dataset.

Geometry (Å):
N -0.539 -0.390 -0.609
C -0.472 0.358 0.648
C 0.254 0.833 -0.558
O 1.978 -1.603 -0.323
C -1.639 1.099 1.078
N -2.577 1.697 1.398
H -1.430 -0.253 -1.078
H 1.038 -1.615 -0.577
H 0.079 -0.137 1.441
H -0.124 1.720 -1.057
H 1.326 0.671 -0.596
H 2.106 -2.378 0.233

Results
HOMO-LUMO gap ... 11.5 eV
Energy above the lowest of the compared OMol25 structures with the same formula, charge and spin ... 49.9 kcal per mole
SMILES string ... N#C[C@@H]1CN1.O
Max |F| ... 1.1 eV/Å

natural (NBO) population analysis, charges in e, atoms 1 to 6:
1 N -0.59
2 C -0.20
3 C -0.23
4 O -0.97
5 C 0.25
6 N -0.30



The following is a quantum chemistry calculation of 2 unconnected molecules or ions with the total composition CH5NS, from the OMol25 dataset.

Geometry (Å):
S 2.122 -1.081 -0.728
H 1.816 0.212 -0.773
C -2.116 1.694 0.872
N -2.608 0.535 0.692
H -1.068 1.879 1.086
H -2.868 2.480 0.851
H 0.933 -1.376 -0.163
H -1.911 -0.170 0.885

Results
HOMO-LUMO gap ... 10.6 eV
Energy above the lowest of the compared OMol25 structures with the same formula, charge and spin ... 10.1 kcal per mole
SMILES string ... C=N.S
Max |F| ... 1.4 eV/Å

natural (NBO) population analysis, charges in e, atoms 1 to 6:
1 S -0.28
2 H 0.14
3 C -0.06
4 N -0.58
5 H 0.15
6 H 0.17



The following is a quantum chemistry calculation of 3 unconnected molecules or ions with the total composition C27H51N3O9S5, from the OMol25 dataset.

Geometry (Å):
C 3.686 1.134 -1.212
C 2.308 1.594 -1.749
C 1.301 1.815 -0.619
C -0.179 2.074 -1.002
C -0.119 3.116 -2.123
C -1.029 0.825 -1.341
C -0.756 -0.394 -0.432
C 0.544 -1.229 -0.337
C 1.504 -1.526 -1.499
C 1.573 -3.034 -1.733
O 2.169 -3.311 -3.003
C 1.449 -4.087 -3.827
O 1.491 -3.989 -5.014
O -0.632 0.471 -2.716
S -1.249 -0.709 -3.557
O -1.010 -2.002 -2.976
O -0.745 -0.497 -4.874
C -3.058 -0.417 -3.508
N -3.378 -0.129 -4.903
C -3.870 -1.680 -3.116
C -3.723 -2.472 -1.816
C -3.386 0.871 -2.674
N -3.505 2.037 -3.533
C -2.709 2.518 -4.305
S -1.749 3.074 -5.395
C -2.623 1.127 -1.315
S -3.119 2.910 -1.013
C -3.394 0.443 -0.151
N -3.068 0.993 1.177
C -4.279 1.187 1.984
H 3.655 0.922 -0.144
H 4.019 0.239 -1.737
H 4.449 1.888 -1.406
H 1.949 0.912 -2.514
H 2.492 2.545 -2.248
H 1.406 1.110 0.199
H 1.595 2.779 -0.182
H -0.585 2.505 -0.088
H -1.038 3.673 -2.257
H 0.170 2.682 -3.074
H 0.648 3.850 -1.862
H -0.946 -0.049 0.582
H -1.528 -1.112 -0.682
H 0.220 -2.207 0.038
H 1.139 -0.846 0.495
H 2.506 -1.223 -1.202
H 1.291 -1.068 -2.456
H 2.136 -3.501 -0.923
H 0.562 -3.440 -1.678
H 0.837 -4.847 -3.316
H -3.126 -0.903 -5.504
H -4.361 0.097 -4.994
H -4.911 -1.354 -3.188
H -3.725 -2.373 -3.944
H -2.696 -2.638 -1.512
H -4.316 -2.040 -1.014
H -4.161 -3.457 -1.981
H -4.407 0.704 -2.321
H -2.537 3.053 0.180
H -3.280 -0.633 -0.113
H -4.449 0.645 -0.333
H -2.528 0.297 1.675
H -3.980 1.407 3.008
H -4.893 0.279 2.026
H -4.866 2.006 1.574
C 3.415 3.479 4.837
C 3.083 4.542 3.781
C 2.843 3.811 2.455
S 2.241 2.172 2.889
O 3.210 1.188 2.471
O 0.852 2.036 2.525
C 2.372 2.381 4.664
H 3.395 3.889 5.846
H 4.413 3.075 4.658
H 2.179 5.079 4.075
H 3.881 5.275 3.681
H 2.094 4.296 1.834
H 3.763 3.676 1.889
H 2.652 1.428 5.109
H 1.394 2.694 5.026
C 0.958 -2.662 4.423
C 2.187 -2.196 3.632
C 2.832 -3.435 2.998
S 1.487 -4.606 2.745
O 1.709 -5.765 3.570
O 1.217 -4.739 1.334
C 0.205 -3.603 3.493
H 0.332 -1.824 4.729
H 1.271 -3.195 5.324
H 1.875 -1.500 2.851
H 2.898 -1.670 4.268
H 3.287 -3.225 2.033
H 3.559 -3.905 3.656
H -0.505 -4.257 3.993
H -0.287 -3.056 2.688

Results
HOMO-LUMO gap ... 8.8 eV
SMILES string ... CCC[C@@H](C)[C@]1(CCCCOC=O)OS(=O)(=O)[C@@](N)(CC)[C@H](N=C=S)[C@@]1(S)CNC.O=S1(=O)CCCC1.O=S1(=O)CCCC1
Max |F| ... 1.0 eV/Å

Löwdin population analysis, charges in e, atoms 1 to 6:
1 C -0.09
2 C -0.23
3 C -0.18
4 C -0.28
5 C -0.08
6 C -0.29



The following is a quantum chemistry calculation of a molecular structure, C61H96F2N2O44PbS2, from the OMol25 dataset.

Geometry (Å):
Pb -13.614 -9.693 23.344
C -12.536 -6.435 26.219
C -12.522 -6.615 24.686
C -11.607 -5.577 24.025
C -10.111 -5.902 24.230
C -9.724 -7.253 23.672
C -10.513 -8.319 24.411
N -12.011 -7.978 24.292
O -12.713 -8.984 25.120
C -10.043 -8.574 25.861
C -10.283 -9.647 23.674
C -13.893 -6.450 24.011
H -13.511 -6.472 26.659
H -12.023 -5.522 26.399
H -12.027 -7.275 26.673
H -11.998 -4.655 24.412
H -11.874 -5.695 22.993
H -9.801 -5.966 25.266
H -9.434 -5.147 23.866
H -8.666 -7.490 23.810
H -10.007 -7.367 22.682
H -8.991 -8.748 25.855
H -10.572 -9.472 26.146
H -10.343 -7.764 26.549
H -9.279 -9.988 24.027
H -10.117 -9.569 22.614
H -11.082 -10.298 24.010
H -13.802 -6.443 22.924
H -14.260 -5.499 24.406
H -14.633 -7.191 24.386
N -12.952 -7.540 20.766
S -12.072 -8.437 19.755
O -10.735 -8.010 19.686
O -12.830 -8.903 18.669
F -12.015 -9.730 20.835
S -13.569 -6.242 20.066
O -12.756 -5.411 19.244
O -14.402 -5.641 21.024
F -14.611 -6.737 18.987
C -7.449 -12.696 23.684
C -8.134 -13.199 24.981
C -8.087 -12.103 26.026
O -9.464 -11.883 26.426
C -10.243 -12.527 25.553
O -11.407 -12.299 25.490
O -9.548 -13.306 24.712
H -7.340 -13.496 22.873
H -6.457 -12.346 23.930
H -8.006 -11.926 23.232
H -7.764 -14.135 25.339
H -7.790 -11.187 25.533
H -7.415 -12.269 26.888
C -7.393 -9.444 29.438
C -6.478 -9.372 28.235
C -5.256 -8.499 28.418
O -4.205 -9.192 27.775
C -4.621 -10.447 27.543
O -3.934 -11.294 27.096
O -5.817 -10.712 28.050
H -6.913 -9.983 30.282
H -8.400 -9.878 29.182
H -7.518 -8.487 29.950
H -7.068 -9.200 27.355
H -4.992 -8.325 29.486
H -5.344 -7.557 27.896
C -16.669 -6.293 27.923
C -17.696 -6.481 26.894
C -17.100 -7.021 25.608
O -18.051 -7.923 25.035
C -18.921 -8.269 26.045
O -19.774 -9.104 25.923
O -18.719 -7.496 27.177
H -16.334 -7.250 28.262
H -17.042 -5.805 28.863
H -15.841 -5.720 27.553
H -18.220 -5.516 26.734
H -16.251 -7.636 25.934
H -16.840 -6.294 24.861
C -12.520 -3.352 29.394
C -13.933 -2.926 29.001
C -14.020 -1.540 28.347
O -14.420 -1.759 27.029
C -14.831 -3.050 26.892
O -15.360 -3.453 25.894
O -14.461 -3.824 27.918
H -12.229 -2.821 30.278
H -11.805 -2.968 28.655
H -12.413 -4.424 29.642
H -14.633 -2.937 29.862
H -12.988 -1.159 28.389
H -14.688 -0.840 28.772
C -9.437 -5.176 20.796
C -8.852 -5.006 19.433
C -9.062 -3.597 18.922
O -7.806 -3.243 18.371
C -6.872 -4.097 18.785
O -5.656 -3.907 18.680
O -7.434 -5.169 19.441
H -8.737 -4.706 21.468
H -9.550 -6.217 21.152
H -10.445 -4.691 20.733
H -9.251 -5.789 18.836
H -9.185 -2.838 19.699
H -9.774 -3.387 18.111
C -4.364 -0.770 20.352
C -5.691 -0.641 21.130
C -6.984 -1.162 20.531
O -7.145 -2.500 21.084
C -6.402 -2.512 22.203
O -6.514 -3.405 23.010
O -5.601 -1.435 22.322
H -4.071 -1.825 20.154
H -3.534 -0.264 20.846
H -4.526 -0.363 19.334
H -5.924 0.355 21.412
H -7.031 -1.206 19.450
H -7.841 -0.605 20.929
C -10.895 -5.239 33.592
C -9.888 -4.986 32.558
C -8.976 -6.218 32.349
O -9.403 -6.710 31.087
C -10.125 -5.775 30.448
O -10.406 -5.851 29.262
O -10.453 -4.787 31.259
H -11.169 -6.274 33.417
H -11.798 -4.631 33.474
H -10.356 -5.058 34.546
H -9.393 -4.041 32.706
H -9.139 -6.928 33.132
H -7.938 -5.995 32.249
C -11.133 -13.266 21.383
C -12.483 -13.448 22.036
C -12.530 -14.607 23.025
O -13.318 -14.111 24.142
C -13.470 -12.822 23.991
O -14.092 -12.057 24.660
O -12.873 -12.314 22.919
H -10.973 -12.318 20.886
H -10.872 -14.124 20.723
H -10.356 -13.158 22.137
H -13.313 -13.485 21.336
H -11.499 -14.780 23.331
H -12.877 -15.534 22.671
C -12.896 -9.675 28.325
C -12.335 -8.591 29.245
C -13.277 -7.520 29.775
O -12.755 -7.272 31.126
C -12.091 -8.381 31.452
O -11.625 -8.513 32.532
O -12.072 -9.306 30.461
H -12.793 -9.436 27.268
H -13.940 -9.785 28.589
H -12.388 -10.647 28.554
H -11.384 -8.142 28.923
H -14.307 -7.984 29.800
H -13.239 -6.540 29.249
C -3.767 -5.243 24.899
C -4.730 -6.112 24.174
C -4.028 -7.391 23.605
O -4.800 -8.464 24.134
C -5.923 -8.013 24.819
O -6.804 -8.765 25.160
O -5.746 -6.684 25.072
H -2.859 -4.953 24.322
H -3.435 -5.867 25.699
H -4.244 -4.372 25.287
H -5.362 -5.539 23.477
H -2.990 -7.546 23.959
H -4.077 -7.415 22.512
C -12.875 -1.623 23.782
C -13.073 -2.221 22.416
C -14.137 -1.563 21.522
O -13.385 -0.730 20.592
C -12.058 -1.116 20.674
O -11.156 -0.661 20.045
O -11.880 -2.044 21.677
H -13.821 -1.768 24.290
H -12.528 -0.535 23.828
H -12.180 -2.329 24.239
H -13.236 -3.306 22.475
H -14.750 -0.898 22.073
H -14.719 -2.274 20.909
C -6.772 -8.395 21.705
C -7.866 -8.899 20.707
C -7.477 -8.843 19.226
O -7.633 -10.227 18.804
C -8.034 -10.996 19.832
O -8.316 -12.141 19.802
O -8.165 -10.265 20.942
H -6.975 -8.906 22.652
H -6.815 -7.322 21.779
H -5.801 -8.665 21.390
H -8.766 -8.310 20.934
H -6.460 -8.432 19.044
H -8.216 -8.298 18.637
C -8.246 -3.355 26.301
C -8.675 -4.395 27.277
C -7.887 -5.733 27.324
O -7.321 -5.793 28.608
C -7.604 -4.713 29.316
O -7.298 -4.592 30.473
O -8.331 -3.883 28.624
H -8.886 -2.527 26.283
H -8.198 -3.763 25.308
H -7.257 -2.983 26.441
H -9.710 -4.575 27.330
H -7.108 -5.722 26.546
H -8.493 -6.622 27.146

Results
HOMO-LUMO gap ... 8.5 eV
Max |F| ... 3.6 eV/Å

Löwdin population analysis, charges in e, atoms 1 to 6:
1 Pb 1.65
2 C 0.01
3 C -0.48
4 C -0.09
5 C -0.12
6 C -0.12



What is the max |F| in the second record?
0.6 eV/Å